1.
49
Properties=species:S:1:pos:R:3:forces:R:3 method="wB97M-V/def2-TZVPD" total_energy_ev=-59071.890 total_charge=+2 homo_energy_ev=-14.429 relative_energy_kj_mol=0.00
C 3.264002 1.940295 -1.035841 -0.05 0.01 -0.16
C 0.260400 -0.820228 1.836425 -0.04 0.03 -0.10
C 1.131767 -1.597218 1.041389 -0.05 0.12 -0.13
H 2.044461 -1.845236 -2.108527 0.01 0.01 0.01
S -4.363115 -2.005062 -0.898058 -0.14 -0.08 -0.18
N -1.797776 2.219367 -0.761413 -0.12 -0.04 0.09
H 0.271418 3.853336 -1.247224 -0.03 0.02 -0.04
H 2.334938 -3.655988 3.483772 0.00 0.00 -0.01
H 2.429333 1.808304 -2.916769 -0.01 0.03 0.02
C -4.014148 2.693628 -0.368526 -0.13 0.02 -0.04
C -1.757250 3.534110 -0.651356 0.15 -0.05 -0.10
H -1.218417 -3.224526 -0.555100 0.01 0.00 0.00
H -1.506393 0.065145 1.321515 -0.01 0.03 -0.04
C -3.350109 0.290717 -0.744541 0.16 0.13 -0.11
C 2.014683 -2.079998 -1.048891 0.00 0.03 -0.03
H -5.522032 0.100389 -0.471007 0.01 0.00 0.02
N -2.294024 -0.557884 -1.026022 -0.08 0.03 -0.06
H -0.507087 -0.464734 3.781504 0.01 0.00 0.01
C -4.552738 -0.332036 -0.658316 -0.09 0.02 0.17
H 4.040694 1.302783 -0.614280 -0.03 0.00 0.04
H 3.308338 -4.197622 1.231081 -0.01 0.00 0.00
O 2.823792 3.065370 0.996734 -0.06 0.15 0.00
C 0.159691 -1.064565 3.173481 0.01 -0.03 0.10
H -2.351259 -3.832782 -1.759521 -0.03 0.01 0.01
C -2.695794 -1.801976 -1.153564 0.15 -0.05 0.12
C -3.093580 1.732376 -0.611873 0.19 -0.17 -0.01
N 1.231554 -1.330883 -0.294730 0.00 -0.02 0.06
S -3.280390 4.227986 -0.368228 -0.07 0.14 0.10
N 2.534243 1.218988 -2.096292 -0.09 -0.08 -0.06
C -1.790732 -2.955258 -1.445100 0.03 0.04 0.01
C 1.755685 -2.863251 3.028473 0.02 0.00 -0.05
H -0.256785 1.133536 1.554067 -0.02 0.00 0.01
C 2.718015 -3.398586 0.799229 0.04 -0.05 0.05
Bi 0.064701 0.600838 -1.140305 0.11 0.12 0.33
H -5.075318 2.580888 -0.218262 0.00 0.00 -0.01
C 2.380201 2.389342 0.117492 0.09 -0.26 0.13
H 0.824444 -2.261632 4.841909 -0.01 0.00 0.00
C 1.878181 -2.632177 1.635839 0.05 -0.08 0.07
N -0.512010 0.219721 1.177670 0.07 -0.04 -0.08
C 0.917937 -2.092854 3.778386 -0.05 0.06 -0.01
H 3.072802 0.421230 -2.415632 0.05 0.03 0.01
O 1.114483 1.950582 0.130786 -0.05 -0.04 -0.13
H 3.408028 -3.711639 -1.206468 -0.01 0.00 -0.01
H -1.096511 -2.698243 -2.245936 0.00 0.01 0.01
H -0.763790 5.283786 -1.353325 0.00 0.02 0.02
C 2.781119 -3.134967 -0.542240 -0.03 0.03 -0.01
H -0.192655 4.707291 0.216330 0.01 -0.02 0.01
C -0.540131 4.393036 -0.768385 -0.03 -0.05 -0.03
H 3.767129 2.826310 -1.420356 0.03 0.01 0.01

***

2.
13
Properties=species:S:1:pos:R:3:forces:R:3 method="wB97M-V/def2-TZVPD" total_energy_ev=-17025.834 total_charge=+1 multiplicity=3 homo_energy_ev="-11.919 / -14.016" relative_energy_kj_mol=434.88
H 1.787767 -1.843815 -2.392723 -0.65 -0.36 0.37
N 1.308965 -2.407445 -1.660846 4.72 0.42 0.52
H 0.971559 0.933264 0.923234 -0.99 -0.88 -0.68
N 0.019433 0.693251 0.557278 -0.11 2.48 1.67
S -0.227159 -2.198086 -1.460703 -2.83 -0.60 0.14
C -0.247531 1.339529 -0.778928 -0.06 2.18 0.86
H -1.845772 0.133337 1.527293 -0.23 -0.41 -0.57
H -1.461415 1.862202 1.820952 0.93 -1.52 -0.86
H -0.562836 0.571561 2.558557 1.00 -0.56 1.47
H 1.946201 -2.310906 -0.803336 -1.33 -0.40 -1.27
H -0.377200 2.320720 -1.133400 -0.03 0.89 -0.08
C -1.019215 0.805622 1.651909 -0.66 2.10 -0.90
C -0.292797 0.100766 -0.809285 0.24 -3.33 -0.66

***

3.
179
Properties=species:S:1:pos:R:3:forces:R:3 method="wB97M-V/def2-TZVPD" total_energy_ev=-119708.856 total_charge=+1 homo_energy_ev=-10.287 relative_energy_kj_mol=155.10
H 4.720915 -2.915993 3.559967 -0.12 0.05 -0.42
C -2.629892 -3.742194 1.896926 -0.14 0.38 0.23
H 1.377788 2.792072 3.028916 0.10 0.34 -0.37
H -2.654377 -4.808449 1.672020 -0.10 0.16 -0.59
O -1.293081 7.382080 -0.227576 0.45 0.21 0.45
H 6.216571 -2.682429 -1.571730 0.51 -0.11 -0.01
C 3.959345 2.933662 -3.188511 0.40 -0.82 -0.34
C 0.879426 3.484781 3.707082 0.82 -0.34 -1.37
H -3.933943 -1.048993 2.104712 0.43 -0.26 0.53
H 4.611266 -0.710609 2.661937 -0.66 -0.28 -0.05
H 3.469822 -0.345831 -2.516236 -0.87 -0.10 0.87
H -3.976671 9.149920 -0.733585 -0.02 0.10 -0.34
C -3.984078 -3.247344 2.466683 0.73 -0.03 0.09
H -2.174047 -1.898365 -3.644391 0.31 0.09 -0.16
C 5.419911 -0.912463 -2.524369 0.77 0.38 1.36
O 2.773715 -2.952813 1.634672 1.82 0.24 -0.50
H 4.314630 2.918659 -2.158152 -0.85 -0.40 0.51
C 4.049722 4.456281 -5.013009 0.26 -0.70 -0.69
H -2.457337 -7.269334 1.711565 0.36 0.29 0.32
H 4.139983 3.749327 -5.837741 -0.34 0.13 -0.31
H 0.120866 -3.558175 -3.410163 -0.33 -0.23 -0.79
C -3.537019 -2.208440 0.391744 0.10 0.13 -0.84
H 2.266318 6.005065 1.402511 -0.01 -0.32 0.08
O 2.701880 3.421684 -3.443026 -2.52 0.00 1.34
H -3.629101 -4.403009 -3.425481 -0.69 0.30 1.47
H -3.554624 2.132326 2.188063 -0.03 -0.19 -0.05
O -1.063521 3.981060 4.753435 -0.88 -0.27 0.81
O 1.371344 -2.514559 -0.460586 1.19 -1.30 -0.77
H 0.015285 -5.226447 -5.394859 -0.21 0.29 -0.96
C -2.227321 6.340631 -0.444379 -0.92 0.30 -0.67
H 3.917191 1.937683 -3.629361 0.87 -0.45 0.20
H -4.168017 -1.983850 -2.973897 -0.98 -0.14 0.11
Li 0.931126 2.171319 -0.438527 -0.22 0.27 -1.06
H -4.473540 4.065726 0.930337 -0.12 -0.07 -0.04
O 0.776171 -0.676660 1.855575 1.34 -0.73 1.90
H -5.971647 3.338729 1.681456 0.26 0.64 0.31
C -1.790272 -7.355073 0.853792 -0.53 -2.31 0.43
H 0.760291 4.845357 -2.025522 0.65 -0.05 -0.32
H -3.159905 -5.683280 -0.791814 -0.05 0.26 -0.20
H 4.476844 5.411687 -5.317735 -0.40 0.04 -0.10
H 5.545786 -1.071211 -3.595369 0.44 -0.13 0.24
H 1.372014 7.059634 -0.590188 0.32 0.23 0.41
H -2.397772 -2.439816 6.114706 -0.47 0.32 0.44
H 5.789815 3.455324 -4.186524 0.12 0.11 0.12
C 2.657595 4.469799 -4.391651 1.18 -0.28 0.09
H -2.218493 5.608308 0.362914 0.07 0.07 0.15
H 3.720558 6.174716 0.412307 0.18 -0.08 0.51
C 4.033359 -1.162321 -2.064717 0.35 -0.20 0.83
C -5.119574 3.192166 1.017686 -1.58 -1.03 0.63
C 1.099893 -5.132213 -5.448358 0.47 1.68 0.51
H -1.294087 9.358983 -0.817790 0.38 -0.16 0.03
H -3.114848 8.537115 -2.174475 0.32 0.13 0.05
H -5.137147 -4.382046 -4.381460 -0.34 0.43 0.49
C -4.205315 -2.337845 -4.004132 -0.23 0.29 0.78
H -5.302242 -1.864893 1.495412 -0.17 -0.04 0.00
O -1.716032 1.385482 -3.902658 -0.73 1.37 -0.24
C -1.775596 -0.544852 5.305256 -0.21 1.35 0.80
H 3.379951 0.482955 5.114518 -0.22 -0.82 1.08
O -0.893473 -0.460926 0.112702 -0.12 -0.03 -0.41
C 2.843720 4.184919 0.295063 -1.85 1.65 1.21
H -1.832201 -3.643021 2.633104 0.20 0.36 -0.21
H -4.789237 -3.954984 2.269044 0.12 -0.12 0.30
C 1.987458 6.167008 -0.702224 -1.84 0.66 -1.48
Li 0.708487 -5.600407 1.558343 -0.88 0.53 -0.63
O 1.434751 0.283999 -0.338373 -0.17 0.56 1.44
H -1.010920 2.502306 3.190331 0.03 -0.38 0.59
H 5.955397 -0.283670 0.222930 -0.28 0.23 0.09
H -2.848855 -0.987962 -5.011991 0.10 0.03 0.15
H -3.931646 -2.956385 3.515825 -0.02 -0.62 0.15
H 3.648167 -2.131336 -2.382098 -0.22 -0.08 0.39
H 0.961897 -5.841837 -3.498284 0.26 -0.35 0.33
C -4.214132 -3.847017 -4.158087 0.51 -0.44 0.33
Li 1.356899 -2.247612 2.910967 -0.50 0.59 0.03
H 0.030677 4.215860 6.505283 -0.80 0.05 0.24
H 5.487247 0.136575 -2.236143 0.65 0.48 -0.84
C 4.840908 3.883729 -3.863815 1.96 1.29 -0.97
H -6.440752 1.882356 -0.054794 0.06 -0.18 0.06
C 3.177562 -0.241672 4.325809 0.84 0.37 -1.48
H -0.861319 -0.012520 3.369810 0.09 -0.50 -0.02
C -4.348460 1.926314 1.470098 -0.11 1.76 -1.89
H -0.630228 -3.541021 5.554858 0.60 -0.15 -0.81
H 3.079502 -3.496279 4.997519 -1.14 0.27 -0.59
H -1.983932 5.840761 -1.381926 0.20 -0.25 -0.04
O -2.326101 -2.892223 0.720455 -0.28 -1.17 1.03
Li 0.484086 -1.113778 -1.321728 -0.29 1.13 -0.77
C -3.562663 7.050905 -0.629758 -1.44 0.33 0.95
H 1.650636 -1.855720 -4.761300 -1.15 -0.20 -0.79
C -1.069753 -5.899610 -0.734013 -0.08 1.10 -1.41
H -5.032137 1.145685 1.803726 0.10 -0.12 0.03
H -0.873172 4.148287 2.713938 -0.40 0.22 0.14
C -0.420194 -2.476177 5.454386 -0.31 1.62 1.68
C -5.721003 2.661107 -0.306994 0.29 0.61 0.16
C -2.456515 -3.061659 -5.459146 -0.35 -0.23 0.15
H 1.570077 -5.950703 -5.993435 -0.08 0.56 -0.62
H -2.544719 -6.455612 -2.250889 0.06 -0.13 0.05
H 1.609352 -3.396538 -2.664916 0.25 -0.50 0.29
C -4.237826 -2.006813 1.682413 -1.36 1.78 -0.49
H -0.246736 -6.284759 -1.336008 0.21 -0.80 0.33
C 4.463370 -0.769767 3.740234 2.02 0.54 0.61
C 3.324150 -2.437015 5.076388 2.24 0.66 1.57
C -3.216454 8.456003 -1.092256 -0.11 -0.24 0.15
H -3.906279 2.800307 -1.499401 0.04 -0.16 -0.10
C -0.617939 3.463226 3.522427 0.84 1.39 -0.84
C 1.072439 3.020115 5.076050 -0.62 -2.04 1.48
C -2.643147 -7.649632 -0.391153 -0.66 -0.49 -0.04
H -1.498640 -3.513244 -5.200978 0.37 0.39 -0.62
H -3.724815 -7.672834 -0.258623 0.06 -0.34 0.84
H 5.560170 -1.997846 0.554439 0.37 0.12 0.28
C -1.552823 -1.757059 6.204138 -0.59 -0.88 -1.65
Li 2.378002 -1.221993 0.513258 0.74 0.94 -0.14
H -3.310697 -1.289616 -0.149215 0.30 -0.03 0.19
H 5.026415 4.753152 -3.233108 0.36 -0.20 0.53
O 2.472790 -1.442530 4.595821 -2.55 0.04 -0.24
H -0.706596 2.564600 6.273577 -0.22 0.19 0.14
H 2.597439 -5.424490 -4.048571 0.16 0.57 0.56
H -4.986733 -1.854875 -4.590835 -0.15 -0.12 0.21
H 5.588795 -2.274043 4.842723 -0.40 0.11 0.75
C 1.551013 -5.119782 -4.063680 -0.85 -1.64 2.40
C -2.832526 -1.955930 -4.511104 0.39 0.59 0.14
O 1.588766 -3.795250 -5.795294 -0.21 0.58 -3.07
O -0.338750 -1.923197 4.144479 1.79 -1.26 -0.06
H -1.029659 -8.118686 1.016460 -0.57 -0.75 0.26
H -2.586688 -2.695232 -6.477413 0.69 -0.37 -0.19
O -0.202657 1.706052 1.047331 1.13 -1.15 0.48
O 2.160754 -5.039642 0.452433 0.34 0.50 -0.57
C -0.818414 1.317807 -2.937031 1.29 1.94 4.69
H -4.383940 6.536377 -1.128635 0.53 -0.23 -0.75
H 7.326739 -1.226412 -1.509555 0.02 -0.38 0.29
O 1.637544 3.901568 -0.428789 0.67 -1.86 -0.11
Li -0.418985 -2.110728 0.805595 -0.78 -0.19 0.23
H -4.081231 7.302399 0.295415 0.43 -0.63 0.81
P 0.323351 0.263964 0.788091 -1.35 1.02 -2.80
H -2.434619 -8.601624 -0.879342 0.60 0.22 -0.10
C -4.500749 2.067680 -0.953543 -0.62 -0.36 0.81
Li -1.679452 1.350617 -0.119913 -0.23 0.06 -0.42
H -0.967797 -4.826672 -0.896826 -0.17 0.23 0.56
H -2.117525 9.104819 0.681519 -0.13 -0.42 0.34
H 2.615734 3.867132 1.312480 0.89 -1.15 -0.11
C -2.428046 -6.397737 -1.168698 0.32 1.06 -0.87
H -4.843607 1.240063 -1.574501 0.71 -0.19 -0.19
C -1.932462 8.649449 -0.291364 0.16 0.76 -1.13
H 1.385817 4.449283 3.744633 -0.64 0.50 -1.13
H 1.860260 4.179891 -5.075984 -0.16 0.85 0.07
C 1.009571 5.031463 -0.980857 -0.23 0.31 -0.90
C 6.307653 -1.605273 -1.431967 -0.61 0.04 -1.88
H 0.391282 -2.130283 6.094672 1.12 -0.73 -0.76
O -0.148317 0.306589 -2.952612 2.18 -4.09 -0.91
H 2.596311 5.390900 -3.812071 -0.90 0.39 -0.44
O 0.517123 -3.548985 1.498162 -1.78 -1.75 1.20
H 2.689552 0.415022 3.605602 -0.80 -0.70 -0.22
C -1.263959 -0.875187 3.900650 -1.68 -1.19 1.66
C -0.256816 3.436819 5.799204 1.75 0.54 -0.67
H 2.897443 -2.903091 -4.431129 0.52 -0.42 -0.27
P 1.760780 -3.536788 0.606825 -1.48 0.10 1.70
H 2.658081 6.373386 -1.536354 -0.03 -0.31 -0.23
O -1.019417 -6.219614 0.646124 0.91 1.58 -0.02
H -1.295738 -1.603219 7.252152 -0.21 0.29 -0.19
C 2.744146 5.694110 0.473487 1.51 1.08 0.28
H 0.001937 5.141460 -0.579999 0.30 0.25 0.84
C 5.553953 -1.206704 -0.195343 -0.04 -0.60 0.18
H 5.297921 -0.189875 4.134393 0.06 0.29 -0.08
C 4.624055 -2.167770 4.346651 0.91 -0.73 -1.48
H -6.260068 3.317953 -0.989676 0.21 0.49 0.32
H 3.778927 3.865279 -0.164639 -0.33 -0.36 -0.08
H -1.218705 0.316771 5.673488 0.14 0.04 0.16
O -0.646598 2.118223 -1.953489 -1.81 1.11 -0.59
H 3.470890 -2.284907 6.145696 -0.06 0.05 0.32
H -4.196713 -2.792831 -0.249662 0.25 -0.56 -0.32
H 1.056278 1.930915 5.037812 0.33 -0.31 0.32
O -3.737752 1.599060 0.190258 1.27 -1.19 -0.16
Li 3.445140 -4.705658 1.792047 0.33 0.35 -0.31
H -2.822225 -0.243996 5.351523 -0.04 0.07 -0.33
H -1.336713 0.562103 -4.218516 -0.85 -1.02 -1.86
C 1.837252 -2.926783 -4.683189 0.04 -1.27 0.14
H -2.060116 -1.428035 3.402055 -0.30 0.85 -0.80
O 4.184565 -1.104565 -0.566374 -1.34 0.36 -1.59
H 2.049319 3.341448 5.437366 -0.35 0.08 0.68
O -3.421376 -4.075849 -5.259214 0.42 -0.79 -2.82
C 1.179273 -3.723354 -3.611656 1.06 0.91 2.21

***

4.
14
Properties=species:S:1:pos:R:3:forces:R:3 method="wB97M-V/def2-TZVPD" total_energy_ev=-18262.261 homo_energy_ev=-9.042 relative_energy_kj_mol=361.26
C -0.135990 0.283482 1.844877 -1.67 3.20 -1.15
H 0.258111 -0.464981 2.418827 0.91 -1.95 1.57
H -1.638762 -0.268966 -1.909204 0.04 -0.27 0.19
C -1.664351 -0.078465 -0.799777 -1.15 1.10 -1.27
C 1.127065 1.476180 -0.701658 -0.44 -0.14 1.40
O 1.851299 2.070685 0.076555 -0.47 -0.47 -1.00
H -1.235952 0.535362 2.158819 2.12 -0.44 -0.67
H 0.966735 1.794640 -1.735368 0.43 0.26 -0.43
C 0.702525 -1.930875 -0.841330 1.04 2.41 1.81
O -2.757695 0.144502 -0.322640 0.43 -0.33 0.32
H 0.536151 1.191080 1.920840 -0.83 -0.75 0.50
Si 0.005475 0.032663 0.023110 0.76 -2.24 -0.58
H 0.308192 -2.333213 -1.756398 -0.95 -0.25 -0.86
O 1.677194 -2.452094 -0.376649 -0.22 -0.13 0.18